--- P ---
DFT (the ωB97M-V functional and the def2-TZVPD basis) results for C4H3BrO as an isolated structure.

```
9
Properties=species:S:1:pos:R:3
C -0.57 0.39 -1.05
C -1.31 0.79 -1.92
C 0.89 -0.34 0.01
C 0.46 -0.45 1.36
O 1.89 -0.36 -0.60
Br -2.56 1.36 -3.11
H -0.54 -0.50 1.42
H 0.76 0.43 1.96
H 0.99 -1.32 1.93
```

Values from the calculation:
Gap between HOMO and LUMO in hartree: 0.358
LUMO energy in eV: 0.33
Charge: 0

So, what does the natural (NBO) scheme give us? The charges, in e, come out as: -0.25 -0.26 0.73 -0.75 -0.44 0.17 0.25 0.28 0.26

--- Q ---
DFT (the ωB97M-V functional and the def2-TZVPD basis) results for C4H3BrO as an isolated structure.

```
9
Properties=species:S:1:pos:R:3
C 0.37 -2.57 -0.53
C -0.26 -1.57 -0.25
C -0.79 1.51 0.03
C -1.31 0.13 -0.27
O -1.07 1.00 -1.29
Br -3.09 -0.26 0.09
H 0.99 -3.37 -0.78
H -1.37 2.30 0.56
H 0.22 1.56 0.13
```

Values from the calculation:
Gap between HOMO and LUMO in hartree: 0.391
LUMO energy in eV: 0.27
Charge: 0

So, what does the natural (NBO) scheme give us? The charges, in e, come out as: -0.31 -0.06 -0.12 0.20 -0.46 0.12 0.23 0.21 0.19

Q: Which of them is the least stable? A: Q.

--- P ---
DFT (the ωB97M-V functional and the def2-TZVPD basis) results for H12LiO6 as an isolated structure.

```
19
Properties=species:S:1:pos:R:3
Li -0.47 -7.40 -12.49
O -0.18 -5.53 -11.78
H -0.95 -5.44 -11.22
H 0.30 -4.71 -11.74
O -2.45 -7.06 -13.23
H -2.17 -7.50 -14.02
H -3.05 -7.72 -12.86
O 0.04 -6.49 -14.69
H 0.44 -7.18 -15.20
H -0.68 -6.11 -15.20
O 1.47 -8.44 -12.33
H 2.44 -8.28 -12.42
H 1.31 -8.85 -11.43
O -0.82 -8.09 -10.56
H -0.95 -7.77 -9.65
H -1.22 -8.93 -10.64
O -1.05 -9.58 -13.14
H -0.63 -10.35 -12.79
H -1.85 -10.02 -13.50
```

Values from the calculation:
Gap between HOMO and LUMO in hartree: 0.442
LUMO energy in eV: -3.37
Charge: +1

So, what does the natural (NBO) scheme give us? The charges, in e, come out as: 0.88 -0.97 0.49 0.51 -0.94 0.48 0.48 -0.96 0.49 0.49 -0.98 0.51 0.49 -0.98 0.51 0.49 -0.96 0.49 0.49

--- Q ---
DFT (the ωB97M-V functional and the def2-TZVPD basis) results for H12LiO6 as an isolated structure.

```
19
Properties=species:S:1:pos:R:3
Li 0.23 0.83 -0.14
O 2.57 2.29 1.03
H 3.44 2.00 1.31
H 2.40 3.07 1.56
O 1.99 -0.85 -1.54
H 2.91 -0.83 -1.27
H 1.98 -1.41 -2.32
O -1.67 3.19 -0.60
H -2.60 3.08 -0.40
H -1.62 4.02 -1.07
O -1.94 -0.83 -1.38
H -2.87 -0.99 -1.22
H -1.79 -1.15 -2.27
O -0.53 -3.96 0.21
H -0.43 -3.16 -0.31
H 0.31 -4.41 0.11
O -0.63 -0.13 2.45
H -0.38 0.02 3.36
H -1.36 -0.75 2.50
```

Values from the calculation:
Gap between HOMO and LUMO in hartree: 0.395
LUMO energy in eV: -3.27
Charge: +1

So, what does the natural (NBO) scheme give us? The charges, in e, come out as: 0.99 -0.97 0.49 0.49 -0.98 0.49 0.49 -0.97 0.48 0.49 -0.97 0.49 0.48 -0.93 0.46 0.47 -0.98 0.49 0.49

Q: Which of them is the least stable? A: Q.

--- P ---
DFT (the ωB97M-V functional and the def2-TZVPD basis) results for a 2-piece molecular cluster, C9H20NOS overall.

```
32
Properties=species:S:1:pos:R:3
C -2.95 0.89 -0.96
C -2.60 -0.50 -1.50
C -1.23 -0.08 0.57
C -1.54 0.22 2.12
C 1.42 -2.34 0.77
C 2.75 -0.78 -0.92
C 1.93 2.13 -0.15
C 0.90 0.09 0.25
C 1.39 -1.23 -0.27
N -1.64 1.13 -0.18
O 0.92 1.21 -0.55
S -1.93 -1.45 -0.15
H -3.05 1.63 -1.74
H -3.79 0.98 -0.41
H -3.36 -1.03 -2.04
H -1.79 -0.42 -2.20
H -2.50 0.63 2.24
H -0.75 0.76 2.63
H -1.78 -0.67 2.55
H 2.50 -2.68 0.93
H 1.11 -1.93 1.78
H 0.71 -3.15 0.53
H 3.35 -0.48 -0.04
H 2.47 -0.07 -1.56
H 3.18 -1.61 -1.50
H 2.81 1.48 0.03
H 1.62 2.66 0.85
H 2.19 2.70 -0.98
H 1.26 0.41 1.22
H 0.88 -1.65 -1.13
H -0.74 1.32 -0.69
H -1.76 1.83 0.51
```

Values from the calculation:
Gap between HOMO and LUMO in hartree: 0.339
LUMO energy in eV: -2.60
Charge: +1

So, what does the natural (NBO) scheme give us? The charges, in e, come out as: -0.20 -0.57 -0.10 -0.65 -0.62 -0.58 -0.26 0.24 -0.32 -0.57 -0.59 0.34 0.24 0.23 0.27 0.22 0.22 0.23 0.24 0.24 0.21 0.24 0.20 0.20 0.23 0.20 0.19 0.22 0.18 0.23 0.47 0.43

--- Q ---
DFT (the ωB97M-V functional and the def2-TZVPD basis) results for an isolated ion of composition C9H20NOS and charge +1.

```
32
Properties=species:S:1:pos:R:3
C -3.93 2.69 2.08
C -2.85 2.43 1.08
C -1.92 1.29 1.43
C -0.75 1.13 0.56
C -0.39 -0.05 0.11
C 0.87 -0.27 -0.84
C 1.74 -1.48 -0.31
C 2.41 -1.26 0.98
N 2.72 -1.87 -1.42
C 2.08 -2.40 -2.74
O 2.64 -3.61 -2.90
S 2.48 -1.26 -4.10
H -3.59 3.13 3.06
H -4.49 1.73 2.35
H -4.75 3.39 1.67
H -3.31 2.28 0.11
H -2.13 3.23 0.88
H -2.32 0.28 1.70
H -1.55 1.51 2.44
H -0.36 2.01 0.08
H -0.87 -0.93 0.26
H 1.42 0.75 -0.69
H 0.52 -0.41 -1.83
H 0.96 -2.26 -0.12
H 3.11 -0.50 0.94
H 1.55 -1.05 1.76
H 2.95 -2.20 1.16
H 3.25 -1.08 -1.56
H 3.43 -2.51 -1.05
H 0.96 -2.45 -2.60
H 2.84 -3.73 -3.83
H 1.33 -0.39 -3.80
```

Values from the calculation:
Gap between HOMO and LUMO in hartree: 0.340
SMILES: CCC/C=C/C[C@H](C)[NH2+][C@H](O)S
LUMO energy in eV: -3.20
Charge: +1

So, what does the natural (NBO) scheme give us? The charges, in e, come out as: -0.62 -0.40 -0.44 -0.13 -0.21 -0.46 -0.04 -0.63 -0.53 0.14 -0.69 -0.01 0.22 0.21 0.23 0.20 0.20 0.21 0.22 0.20 0.19 0.23 0.20 0.23 0.22 0.27 0.22 0.42 0.44 0.21 0.51 0.18

Q: Which of them is the least stable? A: P.

--- P ---
DFT (the ωB97M-V functional and the def2-TZVPD basis) results for a 2-piece molecular cluster, C2H9N2O overall.

```
14
Properties=species:S:1:pos:R:3
C 9.49 0.02 0.13
C 8.23 -0.51 -0.32
N 7.26 0.33 -0.93
N 9.41 0.50 1.59
H 9.75 0.93 -0.41
H 8.18 -1.46 -0.84
H 6.69 0.86 -0.27
H 7.60 0.98 -1.64
H 10.25 -0.74 0.18
H 8.64 1.17 1.68
H 9.13 -0.27 2.20
H -31.33 -1.32 -0.26
H -31.35 0.04 -0.84
O -31.96 -0.53 -0.27
```

Values from the calculation:
Gap between HOMO and LUMO (spin up / spin down) in hartree: 0.270 / 0.081
LUMO energy (spin up / spin down) in eV: -8.67 / -13.83
2S+1: 2
Charge: +2

So, what does the natural (NBO) scheme give us? The charges, in e, come out as: -0.40 0.55 -0.91 -0.65 0.28 0.24 0.44 0.45 0.26 0.37 0.38 0.54 0.54 -0.07

--- Q ---
DFT (the ωB97M-V functional and the def2-TZVPD basis) results for a 2-piece molecular cluster, C2H9N2O overall.

```
14
Properties=species:S:1:pos:R:3
O 0.22 1.06 -1.31
C -0.78 0.76 -0.69
C -0.84 0.19 0.73
N -2.09 0.57 1.39
H -1.74 0.86 -1.22
H -0.83 -0.90 0.57
H 0.08 0.43 1.29
H -2.14 0.17 2.34
H -2.05 1.59 1.63
N 2.05 -0.95 -0.97
H 2.52 -0.74 -0.08
H 1.38 -0.12 -1.17
H 2.74 -1.15 -1.70
H 1.46 -1.77 -0.82
```

Values from the calculation:
Gap between HOMO and LUMO (spin up / spin down) in hartree: 0.414 / 0.217
LUMO energy (spin up / spin down) in eV: -8.74 / -14.07
2S+1: 2
Charge: +2

So, what does the natural (NBO) scheme give us? The charges, in e, come out as: -0.47 0.43 -0.43 -0.16 0.20 0.28 0.33 0.44 0.43 -0.89 0.45 0.46 0.48 0.44

Q: Which of them is the least stable? A: P.

--- P ---
DFT (the ωB97M-V functional and the def2-TZVPD basis) results for an isolated molecule of C3H5NP4.

```
13
Properties=species:S:1:pos:R:3
C 1.86 -1.39 -0.33
C -1.43 0.54 1.11
C 0.08 0.08 1.08
N -1.24 0.18 -1.39
P 0.38 -1.69 0.54
P 2.56 0.17 -0.75
P -2.41 0.54 -0.27
P 1.31 1.49 0.33
H 2.34 -2.15 -0.79
H -1.82 1.03 1.98
H 0.32 0.16 2.19
H -0.64 0.96 -1.33
H -1.33 0.08 -2.36
```

Values from the calculation:
Gap between HOMO and LUMO (spin up / spin down) in hartree: 0.258 / 0.258
LUMO energy (spin up / spin down) in eV: -1.33 / -1.33
Charge: 0

So, what does the natural (NBO) scheme give us? The charges, in e, come out as: -1.01 -0.69 -0.89 -1.16 0.83 0.34 0.89 0.18 0.22 0.23 0.28 0.38 0.40

--- Q ---
DFT (the ωB97M-V functional and the def2-TZVPD basis) results for an isolated molecule of C3H5NP4.

```
13
Properties=species:S:1:pos:R:3
N -2.43 -0.46 -1.34
P -1.43 0.25 0.11
P -0.05 -1.49 0.37
C 0.85 -0.90 1.76
P 1.69 0.50 2.14
C 1.97 1.39 0.63
P 1.63 1.09 -0.98
C 0.16 -0.03 -0.85
H -3.40 -0.59 -1.09
H -2.33 0.17 -2.23
H 1.08 -1.75 2.52
H 2.58 2.22 0.75
H -0.32 -0.40 -1.79
```

Values from the calculation:
Gap between HOMO and LUMO in hartree: 0.258
SMILES: NP1#P2C=PC=P[C@H]12
LUMO energy in eV: -1.06
Charge: 0

So, what does the natural (NBO) scheme give us? The charges, in e, come out as: -1.15 0.71 0.59 -1.09 0.78 -1.07 0.84 -1.17 0.38 0.38 0.27 0.24 0.28

Q: Which of them is the least stable? A: P.

--- P ---
DFT (the ωB97M-V functional and the def2-TZVPD basis) results for a 3-piece molecular cluster, C4H16N2O4 overall.

```
26
Properties=species:S:1:pos:R:3
N 0.83 2.53 1.44
C 1.00 1.44 0.51
C -0.34 0.92 -0.03
C -1.40 0.50 0.97
O -2.32 1.50 1.45
N 0.06 -0.26 -0.86
C -0.92 -1.00 -1.61
O -1.42 -2.15 -0.90
H 0.89 3.48 1.10
H 1.33 2.42 2.31
H 1.39 0.57 1.04
H 1.56 1.74 -0.37
H -0.67 1.68 -0.74
H -1.00 0.05 1.89
H -2.07 -0.18 0.46
H -1.84 2.28 1.71
H 0.55 -0.89 -0.23
H -0.32 -1.47 -2.38
H -1.76 -0.40 -1.93
H -2.33 -2.11 -0.58
O 3.45 0.60 -1.66
H 3.39 0.12 -2.50
H 2.74 0.19 -1.14
O -0.20 -4.24 0.63
H -0.25 -3.79 1.46
H -0.34 -3.53 -0.02
```

Values from the calculation:
Gap between HOMO and LUMO in hartree: 0.371
SMILES: NC[C@H](CO)NCO.O.O
LUMO energy in eV: 0.55
Charge: 0

So, what does the natural (NBO) scheme give us? The charges, in e, come out as: -0.88 -0.22 -0.09 -0.08 -0.73 -0.65 0.08 -0.78 0.38 0.38 0.18 0.21 0.20 0.17 0.17 0.48 0.36 0.18 0.18 0.49 -0.94 0.47 0.47 -0.95 0.46 0.49

--- Q ---
DFT (the ωB97M-V functional and the def2-TZVPD basis) results for a 4-piece molecular cluster, C4H16N2O4 overall.

```
26
Properties=species:S:1:pos:R:3
N -1.98 1.53 0.68
C -2.22 0.33 1.47
C -1.48 -0.87 0.90
N -0.01 -0.85 0.94
C 0.63 -0.76 -0.39
C 1.94 -0.01 -0.36
O 2.01 0.97 0.36
H -2.31 2.40 1.05
H -1.02 1.61 0.37
H -3.30 0.09 1.42
H -2.07 0.51 2.54
H -1.75 -1.17 -0.11
H -1.77 -1.74 1.54
H 0.41 -0.09 1.51
H 0.83 -1.84 -0.52
H 0.05 -0.53 -1.31
H 2.85 -0.33 -0.88
O 0.48 -3.68 2.61
H 1.33 -4.06 2.34
H 0.81 -2.78 2.78
O -1.01 1.74 -2.90
H -0.97 1.38 -2.00
H -1.93 2.06 -2.86
O 1.78 1.41 -2.64
H 1.09 1.89 -3.13
H 2.38 2.17 -2.56
```

Values from the calculation:
Gap between HOMO and LUMO in hartree: 0.351
SMILES: NCCNCC=O.O.O.O
LUMO energy in eV: 0.68
Charge: 0

So, what does the natural (NBO) scheme give us? The charges, in e, come out as: -0.87 -0.23 -0.23 -0.64 -0.36 0.45 -0.56 0.37 0.36 0.19 0.17 0.20 0.20 0.38 0.21 0.22 0.14 -0.93 0.46 0.47 -0.95 0.48 0.48 -0.95 0.49 0.47

Q: Which of them is the least stable? A: Q.

--- P ---
DFT (the ωB97M-V functional and the def2-TZVPD basis) results for an isolated molecule of C2H3ClSi.

```
7
Properties=species:S:1:pos:R:3
C -0.86 -1.72 0.13
C -0.24 -0.71 -0.08
Si 1.05 0.63 -0.07
Cl 2.69 -0.56 0.04
H -1.22 -2.72 0.14
H 1.16 1.27 1.18
H 1.44 1.59 -1.08
```

Values from the calculation:
Gap between HOMO and LUMO in hartree: 0.417
SMILES: C#C[SiH2]Cl
LUMO energy in eV: 0.67
Charge: 0

So, what does the natural (NBO) scheme give us? The charges, in e, come out as: -0.15 -0.49 1.11 -0.39 0.24 -0.17 -0.14

--- Q ---
DFT (the ωB97M-V functional and the def2-TZVPD basis) results for a 2-piece molecular cluster, C2H3ClSi overall.

```
7
Properties=species:S:1:pos:R:3
C 1.46 -1.43 -0.05
C 0.61 -0.65 0.37
Si -0.52 0.73 0.45
Cl -2.42 0.18 -0.08
H 1.94 -2.29 -0.19
H -0.26 1.78 -1.87
H -0.81 1.68 1.37
```

Values from the calculation:
Gap between HOMO and LUMO (spin up / spin down) in hartree: 0.294 / 0.272
LUMO energy (spin up / spin down) in eV: -0.99 / -0.90
Charge: 0

So, what does the natural (NBO) scheme give us? The charges, in e, come out as: -0.05 -0.59 1.22 -0.38 0.21 -0.24 -0.18

Q: Which of them is the least stable? A: Q.

--- P ---
DFT (the ωB97M-V functional and the def2-TZVPD basis) results for an isolated ion of composition C4H10NS and charge +1.

```
16
Properties=species:S:1:pos:R:3
C -1.59 2.20 0.49
S -0.66 1.70 -1.09
C -0.38 0.02 -0.81
C 0.64 -0.62 -1.58
N 0.95 -0.27 -0.15
C 1.28 -1.31 0.83
H -0.81 2.94 0.93
H -1.66 1.21 0.96
H -2.41 2.89 0.15
H -1.16 -0.58 -0.53
H 0.64 -1.68 -1.88
H 1.35 -0.19 -2.27
H 1.48 0.58 0.08
H 0.68 -2.22 0.79
H 2.28 -1.84 0.57
H 1.26 -0.72 1.87
```

Values from the calculation:
Gap between HOMO and LUMO in hartree: 0.385
SMILES: CS[C@H]1C[N@@H+]1C
LUMO energy in eV: -3.03
Charge: +1

So, what does the natural (NBO) scheme give us? The charges, in e, come out as: -0.70 0.26 -0.23 -0.22 -0.38 -0.45 0.25 0.23 0.27 0.25 0.26 0.26 0.45 0.25 0.25 0.25

--- Q ---
DFT (the ωB97M-V functional and the def2-TZVPD basis) results for an isolated ion of composition C4H10NS and charge +1.

```
16
Properties=species:S:1:pos:R:3
C -0.83 1.81 -1.17
C 0.44 0.94 -0.84
C 0.10 -0.36 1.18
C -0.53 -2.93 1.88
N 0.78 0.79 0.62
S 0.64 -1.88 0.92
H -0.84 1.85 -2.31
H -1.75 1.39 -0.75
H 0.22 -0.08 -1.26
H 1.32 1.56 -1.38
H -0.66 2.86 -0.88
H -1.00 -2.33 2.69
H 0.08 -3.85 2.16
H -1.44 -3.15 1.21
H 1.76 0.94 0.89
H 0.47 1.57 1.10
```

Values from the calculation:
Gap between HOMO and LUMO in hartree: 0.312
LUMO energy in eV: -4.86
Charge: +1

So, what does the natural (NBO) scheme give us? The charges, in e, come out as: -0.63 -0.26 -0.20 -0.75 -0.59 0.52 0.26 0.24 0.24 0.26 0.23 0.27 0.27 0.26 0.44 0.43

Q: Which of them is the least stable? A: Q.